# 1
This record from the Open Molecules 2025 dataset describes a structure of composition C40H55Cl3N5O3PdSSbSi3 in a non-equilibrium geometry. The level of theory is ωB97M-V with the def2-TZVPD basis set.

Output
<S²>: 2.018
Total charge: 0
Largest force on an atom in Eh/bohr: 0.02326
HOMO energy (spin up / spin down) in eV: -6.730 / -7.600
Lowest unoccupied orbital energy (spin up / spin down) in eV: 0.4 / -0.9
2S+1: 3

Geometry (Å):
1 Pd 0.856 0.691 0.409
2 N 3.143 1.283 -0.188
3 C 4.006 0.622 0.814
4 C 3.308 0.144 2.093
5 O 4.069 -0.266 2.973
6 O 2.013 0.189 2.154
7 H 3.477 1.090 -1.117
8 H 3.204 2.282 -0.075
9 H 4.818 1.263 1.145
10 H 4.453 -0.261 0.370
11 C -3.006 1.565 -1.820
12 Sb -0.882 1.495 -1.367
13 C -1.310 0.534 0.554
14 C -1.858 1.157 1.811
15 C -1.059 1.633 2.866
16 C -1.643 2.162 4.002
17 C -3.024 2.218 4.101
18 C -3.754 1.692 3.051
19 N -3.203 1.176 1.947
20 Si -2.008 -1.214 0.328
21 C -3.859 -1.484 0.350
22 C -1.311 -2.183 1.786
23 C -1.543 -1.928 -1.356
24 C -0.473 3.690 -1.208
25 C 0.628 3.947 -0.195
26 C 1.388 5.133 -0.234
27 C 2.321 5.409 0.742
28 C 2.502 4.499 1.778
29 C 1.754 3.346 1.750
30 N 0.861 3.060 0.786
31 Si 0.127 4.047 -2.975
32 C 1.813 3.254 -3.167
33 C 0.259 5.858 -3.444
34 C -1.016 3.298 -4.253
35 Si -1.948 4.791 -0.727
36 C -1.390 6.530 -0.304
37 C -2.808 4.196 0.800
38 C -3.138 4.988 -2.153
39 H -3.332 0.525 -1.887
40 H -3.172 2.062 -2.780
41 H -3.543 2.062 -1.013
42 H 0.003 1.510 2.818
43 H -1.021 2.515 4.818
44 H -3.518 2.633 4.972
45 H -4.842 1.666 3.096
46 H -4.331 -1.057 1.236
47 H -4.051 -2.571 0.328
48 H -4.333 -1.043 -0.538
49 H -1.953 -2.015 2.663
50 H -0.313 -1.821 2.043
51 H -1.272 -3.271 1.608
52 H -2.337 -1.680 -2.075
53 H -1.490 -3.026 -1.299
54 H -0.596 -1.559 -1.760
55 H 1.211 5.847 -1.033
56 H 2.892 6.330 0.707
57 H 3.211 4.670 2.580
58 H 1.885 2.589 2.511
59 H 2.477 3.516 -2.333
60 H 2.297 3.574 -4.099
61 H 1.708 2.163 -3.193
62 H 1.182 6.334 -3.090
63 H -0.592 6.444 -3.074
64 H 0.254 5.922 -4.540
65 H -1.122 2.211 -4.144
66 H -0.595 3.496 -5.248
67 H -2.020 3.747 -4.217
68 H -0.728 6.549 0.569
69 H -2.290 7.111 -0.052
70 H -0.882 7.046 -1.131
71 H -2.113 4.197 1.648
72 H -3.218 3.187 0.709
73 H -3.636 4.881 1.036
74 H -2.698 5.611 -2.944
75 H -4.039 5.500 -1.786
76 H -3.452 4.037 -2.598
77 Cl -3.816 -8.740 1.088
78 C -2.364 -7.856 0.738
79 C -2.009 -6.779 1.524
80 C -0.841 -6.093 1.224
81 C -0.017 -6.449 0.162
82 C 1.249 -5.633 -0.044
83 C 1.238 -4.835 -1.355
84 N 1.619 -3.425 -1.207
85 C 2.032 -2.641 -2.264
86 C 2.006 -1.357 -1.811
87 N 1.594 -1.343 -0.492
88 C 1.376 -2.599 -0.168
89 O 2.412 -6.430 0.012
90 C 3.091 -6.302 1.262
91 C 3.421 -4.873 1.567
92 C 4.188 -4.073 0.776
93 Cl 5.015 -4.534 -0.659
94 S 4.247 -2.459 1.341
95 C 3.232 -2.825 2.668
96 C 2.875 -4.135 2.665
97 C -0.419 -7.541 -0.622
98 Cl 0.458 -8.056 -2.032
99 C -1.581 -8.241 -0.336
100 H -2.632 -6.484 2.361
101 H -0.557 -5.244 1.843
102 H 1.291 -4.927 0.790
103 H 0.245 -4.873 -1.797
104 H 1.935 -5.298 -2.041
105 H 2.288 -3.063 -3.226
106 H 2.227 -0.450 -2.351
107 H 1.048 -2.932 0.808
108 H 3.982 -6.920 1.175
109 H 2.474 -6.703 2.072
110 H 2.938 -2.025 3.337
111 H 2.230 -4.582 3.420
112 H -1.874 -9.079 -0.957


# 2
This record from the Open Molecules 2025 dataset describes a cluster of 5 separate species, C31H55NO8S2 in total. The level of theory is ωB97M-V with the def2-TZVPD basis set.

Output
SMILES string: CCSCN1c2ccccc2Sc2ccccc21.COCCOC.COCCOC.COCCOC.COCCOC
Total charge: 0
Largest force on an atom in Eh/bohr: 0.01691
HOMO energy in eV: -7.785
Energy relative to the best compared isomer or geometry (same formula, charge and spin) in kcal per mole: 0.0
Lowest unoccupied orbital energy in eV: 0.6
2S+1: 1

Geometry (Å):
1 C -0.799 1.017 -3.552
2 C -1.625 1.963 -4.424
3 S -3.248 1.237 -4.765
4 C -4.156 2.670 -5.449
5 N -5.342 3.116 -4.713
6 C -5.123 4.269 -3.890
7 C -5.210 5.521 -4.501
8 C -4.977 6.671 -3.766
9 C -4.673 6.594 -2.413
10 C -4.620 5.356 -1.784
11 C -4.841 4.202 -2.528
12 S -4.774 2.623 -1.731
13 C -5.952 1.747 -2.727
14 C -6.704 0.729 -2.154
15 C -7.610 0.023 -2.941
16 C -7.762 0.350 -4.281
17 C -7.019 1.374 -4.847
18 C -6.089 2.076 -4.075
19 H -0.149 0.398 -4.159
20 H -0.211 1.586 -2.841
21 H -1.475 0.383 -2.985
22 H -1.114 2.205 -5.352
23 H -1.776 2.903 -3.896
24 H -4.409 2.422 -6.475
25 H -3.451 3.494 -5.500
26 H -5.461 5.546 -5.549
27 H -5.046 7.630 -4.255
28 H -4.502 7.480 -1.823
29 H -4.407 5.256 -0.732
30 H -6.561 0.504 -1.109
31 H -8.192 -0.762 -2.485
32 H -8.473 -0.179 -4.897
33 H -7.144 1.646 -5.882
34 C 0.536 -1.764 0.674
35 O 1.675 -1.170 1.280
36 C 2.541 -0.550 0.341
37 C 2.366 0.949 0.330
38 O 1.085 1.316 -0.164
39 C 0.170 1.674 0.853
40 H -0.153 -2.043 1.470
41 H 0.034 -1.067 -0.002
42 H 0.817 -2.666 0.120
43 H 2.379 -0.961 -0.660
44 H 3.569 -0.782 0.640
45 H 3.113 1.391 -0.338
46 H 2.529 1.356 1.329
47 H 0.428 2.650 1.279
48 H 0.143 0.928 1.652
49 H -0.818 1.741 0.400
50 C 2.854 1.605 3.970
51 O 4.124 1.859 3.394
52 C 4.673 3.117 3.756
53 C 5.739 2.977 4.819
54 O 5.199 2.536 6.054
55 C 5.419 1.159 6.307
56 H 2.614 0.559 3.784
57 H 2.856 1.788 5.047
58 H 2.089 2.230 3.495
59 H 3.886 3.797 4.096
60 H 5.126 3.546 2.856
61 H 6.194 3.957 4.993
62 H 6.523 2.294 4.476
63 H 6.473 0.971 6.539
64 H 5.120 0.535 5.461
65 H 4.820 0.888 7.175
66 C -1.861 -5.316 -4.016
67 O -0.584 -5.027 -4.555
68 C -0.074 -3.766 -4.150
69 C 0.961 -3.907 -3.056
70 O 0.389 -4.388 -1.849
71 C 0.640 -5.764 -1.618
72 H -2.079 -6.361 -4.231
73 H -1.885 -5.164 -2.934
74 H -2.629 -4.693 -4.486
75 H -0.885 -3.111 -3.819
76 H 0.397 -3.307 -5.025
77 H 1.386 -2.919 -2.845
78 H 1.772 -4.562 -3.385
79 H 1.688 -5.924 -1.345
80 H 0.397 -6.369 -2.494
81 H 0.011 -6.077 -0.785
82 C 2.584 -2.765 3.990
83 O 2.972 -3.974 4.625
84 C 4.377 -4.156 4.652
85 C 4.951 -3.825 6.011
86 O 4.813 -2.445 6.316
87 C 3.736 -2.177 7.195
88 H 1.525 -2.608 4.191
89 H 3.148 -1.912 4.378
90 H 2.725 -2.830 2.909
91 H 4.858 -3.546 3.880
92 H 4.580 -5.208 4.428
93 H 6.021 -4.059 6.015
94 H 4.467 -4.435 6.779
95 H 3.969 -2.521 8.208
96 H 2.812 -2.652 6.855
97 H 3.588 -1.099 7.218


# 3
This record from the Open Molecules 2025 dataset describes a structure of composition C3H8N3O in a non-equilibrium geometry. The level of theory is ωB97M-V with the def2-TZVPD basis set.

Output
Total charge: +1
Largest force on an atom in Eh/bohr: 0.09779
HOMO energy in eV: -14.552
Energy relative to the best compared isomer or geometry (same formula, charge and spin) in kcal per mole: 81.1
Lowest unoccupied orbital energy in eV: -3.9
2S+1: 1

Geometry (Å):
1 C 0.636 2.284 -1.600
2 C 1.806 0.620 -1.579
3 C -1.885 -2.094 0.888
4 N 1.799 1.917 -1.983
5 N -0.134 1.243 -1.174
6 N 0.704 0.171 -1.085
7 O -1.242 -1.399 0.195
8 H 0.167 3.255 -1.640
9 H 0.420 -0.703 -0.465
10 H 2.653 -0.051 -1.602
11 H -1.673 -2.423 1.953
12 H 1.911 0.440 1.467
13 H -2.882 -2.552 0.642
14 H -1.127 1.252 -0.872
15 H 1.519 0.340 0.881


# 4
This record from the Open Molecules 2025 dataset describes the molecule C20H13F7N4O4S2 in a non-equilibrium geometry. The level of theory is ωB97M-V with the def2-TZVPD basis set.

Output
SMILES string: O=C(CSc1nc(-c2cccs2)cc(C(F)(F)F)n1)Nc1cc(OCC(F)(F)C(F)F)cc([N+](=O)[O-])c1
Total charge: 0
Largest force on an atom in Eh/bohr: 0.08445
HOMO energy in eV: -9.006
Energy relative to the best compared isomer or geometry (same formula, charge and spin) in kcal per mole: 89.2
Lowest unoccupied orbital energy in eV: -0.9
2S+1: 1

Geometry (Å):
1 O 1.238 0.950 -3.839
2 C 0.089 1.057 -3.509
3 C -0.771 2.070 -4.252
4 S -1.538 3.516 -3.299
5 C -1.219 3.254 -1.545
6 N 0.100 3.162 -1.245
7 C 0.432 2.762 -0.065
8 C 1.908 2.779 0.398
9 C 2.890 3.183 -0.528
10 C 4.205 3.157 0.054
11 C 4.201 2.753 1.335
12 S 2.548 2.354 1.942
13 C -0.544 2.465 0.890
14 C -1.933 2.458 0.552
15 C -2.928 1.661 1.421
16 F -3.065 2.182 2.635
17 F -2.504 0.388 1.515
18 F -4.068 1.699 0.679
19 N -2.254 2.900 -0.714
20 N -0.531 0.363 -2.526
21 C 0.013 -0.507 -1.512
22 C -0.921 -1.444 -0.998
23 C -0.466 -2.384 -0.116
24 O -1.357 -3.399 0.280
25 C -1.019 -4.499 1.164
26 C -1.365 -4.083 2.703
27 F -0.800 -2.846 2.948
28 F -0.944 -4.899 3.634
29 C -2.922 -3.900 2.932
30 F -3.227 -3.260 4.118
31 F -3.588 -5.029 2.706
32 C 0.830 -2.297 0.342
33 C 1.760 -1.415 -0.150
34 N 3.129 -1.272 0.291
35 O 3.495 -1.995 1.158
36 O 3.891 -0.543 -0.399
37 C 1.354 -0.382 -1.076
38 H -1.511 1.581 -4.819
39 H 0.055 2.416 -4.904
40 H 2.588 3.591 -1.596
41 H 5.129 3.471 -0.461
42 H 5.063 2.930 1.967
43 H -0.273 2.104 1.913
44 H -1.551 0.158 -2.735
45 H -1.894 -1.433 -1.432
46 H -1.630 -5.371 0.933
47 H 0.000 -4.780 1.202
48 H -3.085 -3.196 2.088
49 H 0.944 -2.848 1.310
50 H 2.051 0.416 -1.391


# 5
This record from the Open Molecules 2025 dataset describes a cluster of 2 separate species, CH4P2S in total in a non-equilibrium geometry. The level of theory is ωB97M-V with the def2-TZVPD basis set.

Output
Total charge: 0
Largest force on an atom in Eh/bohr: 0.05944
HOMO energy (spin up / spin down) in eV: -8.380 / -8.253
Energy relative to the best compared isomer or geometry (same formula, charge and spin) in kcal per mole: 90.2
Lowest unoccupied orbital energy (spin up / spin down) in eV: -1.6 / -1.6
2S+1: 1

Geometry (Å):
1 C 0.907 -0.168 -1.465
2 P -0.953 0.679 2.211
3 P 0.932 1.590 -0.874
4 S -2.489 0.457 3.357
5 H 1.524 -0.503 -2.268
6 H -0.180 -0.582 -1.771
7 H 1.286 -0.814 -0.582
8 H -1.027 -0.660 1.391


# 6
This record from the Open Molecules 2025 dataset describes the molecule C3H5NO2 in a non-equilibrium geometry. The level of theory is ωB97M-V with the def2-TZVPD basis set.

Output
Total charge: 0
Largest force on an atom in Eh/bohr: 0.04214
HOMO energy (spin up / spin down) in eV: -9.622 / -9.622
Energy relative to the best compared isomer or geometry (same formula, charge and spin) in kcal per mole: 63.6
Lowest unoccupied orbital energy (spin up / spin down) in eV: -0.2 / -0.2
2S+1: 1

Geometry (Å):
1 O -1.068 1.554 1.877
2 C -0.797 0.878 0.908
3 N 0.503 0.388 0.689
4 C 0.809 -0.009 -0.668
5 C -0.335 -0.949 -0.667
6 O -1.546 0.429 -0.081
7 H 1.139 0.268 1.447
8 H 0.709 0.805 -1.395
9 H 1.824 -0.430 -0.719
10 H -0.081 -1.836 -0.050
11 H -1.095 -1.082 -1.396


# 7
This record from the Open Molecules 2025 dataset describes a cluster of 2 separate species, C5H8BrCl3O4SSi in total. The level of theory is ωB97M-V with the def2-TZVPD basis set.

Output
SMILES string: C/C(Cl)=C(/Cl)[Si@H](Cl)Br.O=S1(=O)OCCO1
Total charge: 0
Largest force on an atom in Eh/bohr: 0.00635
HOMO energy in eV: -9.687
Lowest unoccupied orbital energy in eV: 0.3
2S+1: 1

Geometry (Å):
1 C -0.880 -0.513 1.775
2 C -1.784 0.613 1.327
3 Cl -1.080 2.196 1.486
4 C -2.997 0.460 0.797
5 Cl -3.908 1.807 0.186
6 Si -3.764 -1.205 0.513
7 Cl -3.583 -1.682 -1.462
8 Br -5.896 -1.151 1.053
9 H 0.049 -0.120 2.184
10 H -0.606 -1.162 0.939
11 H -1.359 -1.130 2.541
12 H -3.127 -2.254 1.312
13 O 2.092 -1.191 0.713
14 S 3.058 -0.752 -0.232
15 O 4.339 -1.357 -0.290
16 O 3.180 0.832 -0.092
17 C 2.884 1.488 -1.336
18 C 1.903 0.544 -2.010
19 O 2.438 -0.754 -1.699
20 H 3.803 1.602 -1.911
21 H 2.456 2.458 -1.098
22 H 1.887 0.635 -3.092
23 H 0.896 0.635 -1.602


# 8
This record from the Open Molecules 2025 dataset describes a structure of composition C4H9IN2O2P in a non-equilibrium geometry. The level of theory is ωB97M-V with the def2-TZVPD basis set.

Output
Total charge: +1
Largest force on an atom in Eh/bohr: 0.10144
HOMO energy (spin up / spin down) in eV: -12.886 / -12.885
Energy relative to the best compared isomer or geometry (same formula, charge and spin) in kcal per mole: 54.9
Lowest unoccupied orbital energy (spin up / spin down) in eV: -5.4 / -5.4
2S+1: 1

Geometry (Å):
1 C 0.044 0.322 1.799
2 C -0.760 1.224 -0.219
3 C 0.770 -0.579 0.931
4 C 2.192 -0.661 0.867
5 N 0.129 0.626 -0.892
6 N -2.406 0.329 -0.406
7 O 0.163 0.210 3.006
8 O -0.757 1.213 1.089
9 P 0.436 0.268 -2.463
10 I -0.332 -2.389 0.440
11 H -1.037 2.293 -0.521
12 H 2.773 -1.202 0.083
13 H 2.700 -1.085 1.725
14 H 2.666 0.319 0.673
15 H -3.374 0.770 -0.248
16 H -2.455 -0.383 0.218
17 H -2.489 -0.026 -1.359
18 H -0.043 -1.087 -2.439
19 H 1.780 -0.161 -2.284


> The highest 2S+1 belongs to which entry?

C40H55Cl3N5O3PdSSbSi3


> What is the formula in the second record?

C31H55NO8S2


> The highest largest force on an atom belongs to which entry?

C4H9IN2O2P